[1]
Molecular formula: C11H15N2P
Method: DFT, ωB97M-V/def2-TZVPD

Structure (ORCA input):
```
! wB97M-V def2-TZVPD RIJCOSX def2/J DEFGRID3
* xyz 0 1
H -4.30 -1.03 -2.75
P -3.62 0.19 -3.13
C -2.61 0.21 -1.70
C -2.43 -0.72 -0.68
C -1.42 -0.70 0.20
C -0.61 0.39 0.25
C 0.44 0.55 1.34
C 1.43 -0.68 1.27
C 2.78 -0.44 1.93
C 2.76 -0.54 3.47
C -0.78 1.48 -0.57
C -1.70 1.43 -1.77
N -0.99 1.34 -2.99
C -0.40 0.55 -3.70
N -0.23 -0.14 -4.66
H -3.18 -1.48 -0.79
H -1.42 -1.49 0.94
H 1.00 1.45 1.04
H -0.07 0.52 2.35
H 1.50 -0.96 0.25
H 0.93 -1.46 1.85
H 3.40 -1.30 1.56
H 3.23 0.48 1.65
H 3.58 -1.04 3.85
H 1.92 -1.22 3.77
H 2.75 0.48 4.01
H -0.13 2.41 -0.29
H -2.35 2.41 -1.83
H 0.52 -0.71 -4.87
*
```

Output
HOMO (spin up / spin down), eV: -7.736 / -7.728
Energy, Ha: -878.86053
LUMO level (spin up / spin down), eV: -1.0 / -1.0
SMILES: [H]/P=C1\C=CC(CCCC)=C[C@H]1N=C=N



[2]
Molecular formula: C11H15N3O
Method: DFT, ωB97M-V/def2-TZVPD

Structure (ORCA input):
```
! wB97M-V def2-TZVPD RIJCOSX def2/J DEFGRID3
* xyz 0 1
C -0.77 2.97 0.87
C -0.87 -2.05 -1.34
C -0.50 2.22 -0.43
C 0.85 1.47 -0.39
C -0.46 -0.50 0.63
C -1.02 0.20 -1.63
C -1.34 -0.88 -0.64
C 0.94 0.19 0.41
C -2.89 -0.98 -0.40
C 1.33 0.53 1.88
C 1.88 -0.77 -0.22
N -1.03 3.44 1.87
N -0.30 -2.90 -1.89
N -0.86 0.44 -2.84
O -0.68 3.02 -1.55
H 0.98 1.00 -1.45
H 1.67 2.11 -0.16
H -0.87 0.25 1.21
H -0.26 -1.32 1.22
H -3.33 -0.01 -0.08
H -2.99 -1.66 0.47
H -3.46 -1.34 -1.23
H 2.31 0.94 2.09
H 1.20 -0.32 2.56
H 0.62 1.43 2.05
H 1.90 -1.68 0.31
H 3.00 -0.55 -0.30
H 1.42 -1.03 -1.16
H -0.76 -0.34 -3.57
H -0.48 2.50 -2.29
*
```

Output
HOMO (spin up / spin down), eV: -8.582 / -8.440
Energy, Ha: -667.45921
LUMO level (spin up / spin down), eV: -0.7 / -0.6



[3]
Molecular formula: C11H15N3O
Method: DFT, ωB97M-V/def2-TZVPD

Structure (ORCA input):
```
! wB97M-V def2-TZVPD RIJCOSX def2/J DEFGRID3
* xyz 2 1
C -1.23 -3.30 -1.23
C -1.08 -1.91 -1.12
N -0.70 -1.21 -2.30
C -0.43 0.09 -2.25
N -0.71 0.88 -1.26
C -0.92 0.40 0.10
C -2.23 0.89 0.86
C 0.37 0.77 0.80
C 0.40 1.45 2.01
C 1.56 1.80 2.60
C 2.78 1.81 1.93
C 2.82 1.22 0.65
C 1.62 0.64 0.14
O 1.70 -0.15 -1.01
N -1.20 -1.22 -0.03
H -2.28 -3.60 -1.23
H -0.69 -3.89 -0.41
H -0.71 -3.67 -2.09
H -0.33 -1.82 -3.09
H 0.25 0.59 -3.08
H -0.63 1.88 -1.49
H -3.11 0.54 0.32
H -2.39 1.91 0.62
H -2.21 0.96 1.96
H -0.59 1.57 2.62
H 1.43 2.17 3.58
H 3.61 2.18 2.49
H 3.72 0.92 0.23
H 2.62 -0.23 -1.20
H -1.44 -1.64 0.86
*
```

Output
HOMO, eV: -15.699
Energy, Ha: -667.01314
LUMO level, eV: -8.5
SMILES: CC1=[NH+]C=[NH+][C@](C)(c2ccccc2O)N1



[4]
Molecular formula: C11H15NO
Method: DFT, ωB97M-V/def2-TZVPD

Structure (ORCA input):
```
! wB97M-V def2-TZVPD RIJCOSX def2/J DEFGRID3
* xyz 0 1
C -1.32 2.46 -0.54
C -0.44 1.49 0.13
C 0.89 1.30 -0.08
N 1.41 0.25 0.66
C 0.29 -0.32 1.34
C 0.40 -1.33 2.26
C -0.81 -1.88 2.68
C -2.02 -1.26 2.31
C -2.05 -0.11 1.51
C -0.89 0.38 0.93
H -1.11 3.53 -0.47
H -2.38 2.48 -0.25
H -1.45 2.19 -1.60
H 1.48 1.94 -0.71
H 2.24 0.20 1.22
H 1.33 -1.72 2.65
H -0.82 -2.61 3.47
H -2.92 -1.52 2.85
H -2.96 0.47 1.42
C 2.20 0.40 -2.96
C 1.31 -0.82 -2.62
O 0.07 -0.88 -3.23
H 1.78 1.38 -2.69
H 2.43 0.40 -4.01
H 3.15 0.31 -2.43
H 1.86 -1.71 -2.98
H 1.41 -1.15 -1.58
H -0.50 -0.15 -3.03
*
```

Output
HOMO, eV: -7.993
Energy, Ha: -558.10489
LUMO level, eV: 0.8
SMILES: Cc1c[nH]c2ccccc12.CCO



[5]
Molecular formula: C11H15NOS
Method: DFT, ωB97M-V/def2-TZVPD

Structure (ORCA input):
```
! wB97M-V def2-TZVPD RIJCOSX def2/J DEFGRID3
* xyz 0 1
C 1.24 -1.80 4.48
C 0.64 -0.61 4.80
C 1.89 -1.95 3.25
C 0.74 0.43 3.90
C 2.26 -0.82 2.55
C 1.56 0.37 2.82
C -1.39 -0.05 -1.71
C -0.45 0.23 -0.56
C -0.83 0.56 -2.96
C 0.10 0.01 -3.75
C -1.22 2.03 -3.06
N -0.99 -0.33 0.70
O -1.18 -2.03 2.43
S -0.43 -1.63 1.30
H 1.07 -2.59 5.17
H 0.06 -0.33 5.71
H 2.38 -2.93 3.00
H 0.24 1.25 4.21
H 2.94 -0.91 1.85
H -1.39 -1.07 -1.69
H -2.34 0.31 -1.71
H 0.58 -0.06 -0.67
H -0.43 1.26 -0.50
H 1.69 1.34 2.29
H 0.37 0.49 -4.65
H 0.53 -0.89 -3.51
H -0.87 2.53 -2.20
H -2.30 2.25 -2.88
H -0.64 2.52 -3.98
*
```

Output
HOMO, eV: -9.131
Energy, Ha: -956.19443
LUMO level, eV: 0.1



[6]
Molecular formula: C11H15NOS
Method: DFT, ωB97M-V/def2-TZVPD

Structure (ORCA input):
```
! wB97M-V def2-TZVPD RIJCOSX def2/J DEFGRID3
* xyz 0 1
C -0.56 3.14 2.87
C 0.75 2.73 2.71
C -1.51 2.51 2.12
C 1.13 1.76 1.86
C -1.14 1.46 1.31
C 0.14 1.12 1.15
C -0.18 -3.19 -0.33
C 0.69 -3.46 0.45
C -0.85 -2.56 -2.74
C 0.73 1.07 -2.01
C -1.26 -2.93 -1.22
N 0.27 -0.10 -1.36
O 2.13 -0.33 0.60
S 0.48 -0.26 0.14
H -0.82 3.98 3.46
H 1.55 3.28 3.13
H -2.55 2.90 2.17
H 2.19 1.51 1.64
H -1.99 0.95 0.70
H 2.55 -0.99 -0.13
H 1.38 -3.64 1.16
H -0.85 -3.36 -3.38
H -1.41 -1.72 -3.13
H 0.13 -2.05 -2.58
H 0.24 1.05 -3.00
H 1.80 0.94 -2.20
H 0.58 2.03 -1.47
H -1.95 -3.80 -1.25
H -1.66 -2.02 -0.65
*
```

Output
HOMO, eV: -8.779
Energy, Ha: -956.13809
LUMO level, eV: 0.7



[7]
Molecular formula: C11H16BCl4NO3
Method: DFT, ωB97M-V/def2-TZVPD

Structure (ORCA input):
```
! wB97M-V def2-TZVPD RIJCOSX def2/J DEFGRID3
* xyz 0 1
Cl 2.80 2.08 1.54
B 2.61 0.23 1.74
Cl 2.29 -0.60 0.08
Cl 4.08 -0.58 2.54
O 1.41 0.05 2.65
C 0.49 -0.82 2.47
C -0.85 -0.45 2.10
C -1.79 -1.48 1.89
C -3.07 -1.19 1.45
C -3.42 0.14 1.20
Cl -4.97 0.50 0.56
C -2.52 1.19 1.47
C -1.24 0.91 1.93
H 0.76 -1.88 2.35
H -1.47 -2.51 2.07
H -3.77 -1.99 1.25
H -2.83 2.21 1.28
H -0.51 1.70 2.11
O 2.74 -2.28 6.50
C 2.57 -2.64 5.13
C 1.08 -2.74 4.85
N 0.44 -1.43 4.81
C -0.94 -1.35 5.24
C -1.18 -0.29 6.29
O -0.30 -0.55 7.38
H 3.69 -2.31 6.71
H 3.04 -1.87 4.49
H 3.01 -3.63 4.93
H 0.92 -3.19 3.86
H 0.59 -3.38 5.62
H 1.02 -0.67 5.18
H -1.55 -1.12 4.36
H -1.27 -2.34 5.60
H -0.95 0.71 5.89
H -2.23 -0.34 6.61
H -0.52 0.07 8.11
*
```

Output
HOMO, eV: -9.601
Energy, Ha: -2574.94836
LUMO level, eV: -1.6



[8]
Molecular formula: C11H16Cl3F3O4SSn
Method: DFT, ωB97M-V/def2-TZVPD

Structure (ORCA input):
```
! wB97M-V def2-TZVPD RIJCOSX def2/J DEFGRID3
* xyz -2 1
C -0.73 0.84 -2.24
C -0.84 -0.50 -2.68
C 0.41 -1.15 -2.48
C -2.03 -1.14 -3.27
C 1.32 -0.22 -1.91
C 0.62 1.04 -1.78
C 1.23 2.22 -1.34
C -1.79 1.84 -2.26
C 0.71 -2.55 -2.84
C 2.73 -0.49 -1.59
Sn -0.91 -1.64 1.92
Cl -2.23 -0.78 0.46
Cl -1.78 -2.15 4.01
Cl 0.72 -2.99 0.95
H -2.74 -0.38 -3.61
H -2.55 -1.79 -2.55
H -1.76 -1.77 -4.14
H 0.10 -3.26 -2.26
H 1.77 -2.79 -2.66
H 0.50 -2.74 -3.91
H 2.83 -1.49 -1.13
H 3.12 0.25 -0.89
H 3.34 -0.49 -2.51
H 1.94 2.10 -0.51
H 0.19 2.91 -0.49
H 1.61 2.89 -2.14
H -2.76 1.36 -2.49
H -1.59 2.61 -3.04
H -1.83 2.34 -1.27
O -0.60 3.06 0.19
H -0.34 2.60 1.02
F 1.81 1.32 4.82
C 1.96 1.65 3.52
F 1.02 2.59 3.21
F 3.18 2.20 3.33
S 1.75 0.18 2.42
O 2.46 -0.92 3.01
O 0.21 -0.02 2.60
O 1.98 0.62 1.06
*
```

Output
HOMO (spin up / spin down), eV: 0.120 / -0.037
Energy, Ha: -3022.39942
LUMO level (spin up / spin down), eV: 4.8 / 5.0



[9]
Molecular formula: C11H16Cl3F3OW
Method: DFT, ωB97M-V/def2-TZVPD

Structure (ORCA input):
```
! wB97M-V def2-TZVPD RIJCOSX def2/J DEFGRID3
* xyz -2 3
C -0.23 1.01 -2.25
C -1.19 -0.03 -1.96
C -0.46 -1.21 -1.63
C -2.65 0.12 -2.08
C 0.95 -0.92 -1.72
C 1.09 0.44 -2.17
C 2.35 1.14 -2.54
C -0.54 2.40 -2.66
C -1.06 -2.54 -1.34
C 2.07 -1.85 -1.47
W 0.11 0.48 0.00
Cl -4.48 -1.83 0.36
Cl -1.91 1.41 0.76
Cl -0.28 -1.37 1.41
H -2.96 1.17 -2.00
H -3.18 -0.46 -1.30
H -3.00 -0.26 -3.06
H -1.97 -2.44 -0.75
H -0.35 -3.20 -0.83
H -1.34 -3.04 -2.28
H 1.80 -2.63 -0.74
H 2.96 -1.34 -1.09
H 2.37 -2.36 -2.39
H 3.21 0.46 -2.50
H 2.54 1.99 -1.88
H 2.27 1.54 -3.56
H -1.45 2.76 -2.17
H -0.69 2.45 -3.75
H 0.28 3.08 -2.41
O 0.77 2.23 -0.12
H 1.05 2.81 0.61
F 2.83 -0.77 1.29
C 2.11 0.39 1.41
F 1.76 0.50 2.73
F 2.99 1.42 1.16
*
```

Output
HOMO (spin up / spin down), eV: -0.405 / -1.361
Energy, Ha: -2251.40539
LUMO level (spin up / spin down), eV: 5.1 / 5.1
Expectation value of S²: 2.013



[10]
Molecular formula: C11H16ClF3O5P
Method: DFT, ωB97M-V/def2-TZVPD

Structure (ORCA input):
```
! wB97M-V def2-TZVPD RIJCOSX def2/J DEFGRID3
* xyz -1 1
C 4.45 1.06 2.21
C 4.47 -0.13 2.16
C 4.35 -1.60 1.97
O 2.99 -1.97 2.16
C 2.31 -2.50 1.06
O 2.41 -3.67 0.83
C 1.38 -1.63 0.22
C 1.89 -0.24 -0.18
C 0.75 0.49 -0.92
P 5.06 -1.96 0.26
O 5.47 -3.55 0.36
Cl 6.92 -0.99 0.43
H 4.29 2.11 2.09
H 4.96 -2.12 2.72
H 1.07 -2.23 -0.64
H 0.48 -1.47 0.83
H 2.16 0.38 0.67
H 2.71 -0.32 -0.89
H 1.10 1.44 -1.35
H 0.46 -0.13 -1.77
H -0.11 0.68 -0.28
H 5.96 -3.75 -0.44
C -5.14 2.99 -1.33
C -5.59 2.09 -0.19
O -5.34 0.72 -0.38
C -3.99 0.21 -0.06
O -3.54 0.57 1.10
C -2.97 0.53 -1.20
F -3.51 0.44 -2.45
F -1.96 -0.37 -1.18
F -2.39 1.74 -1.14
H -5.35 2.53 -2.30
H -5.67 3.95 -1.28
H -4.08 3.21 -1.28
H -6.68 2.16 -0.12
H -5.20 2.44 0.77
H -4.16 -0.89 -0.23
*
```

Output
HOMO, eV: -3.743
Energy, Ha: -1906.08367
LUMO level, eV: 2.1



[11]
Molecular formula: C11H16FN4O8PdS2
Method: DFT, ωB97M-V/def2-TZVPD

Structure (ORCA input):
```
! wB97M-V def2-TZVPD RIJCOSX def2/J DEFGRID3
* xyz -1 1
Pd -0.35 0.67 -0.39
O -2.48 0.69 -1.02
S -1.77 0.50 -2.35
O -2.64 0.57 -3.50
O -1.01 -0.77 -2.25
O -0.73 1.63 -2.32
C 1.97 -0.30 -5.54
C 1.07 -0.31 -4.32
N 1.73 0.29 -3.15
C 1.90 -0.20 -1.92
S 1.97 0.94 -0.58
N 2.14 -1.47 -1.63
C 2.17 -2.66 -2.49
C 0.87 -3.44 -2.47
H 1.45 -0.75 -6.39
H 2.89 -0.86 -5.36
H 2.25 0.72 -5.81
H 0.72 -1.30 -4.08
H 0.16 0.27 -4.50
H 1.53 1.28 -3.07
H 2.06 -1.65 -0.64
H 2.99 -3.27 -2.13
H 2.44 -2.35 -3.50
H 0.71 -3.90 -1.49
H 0.89 -4.24 -3.22
H 0.01 -2.79 -2.65
F -1.18 4.51 5.23
C -1.51 3.21 5.24
C -0.79 2.31 4.58
N -1.08 0.96 4.60
C -0.30 0.02 3.77
C -0.29 0.36 2.29
O 0.03 -0.60 1.53
O -0.53 1.52 1.92
C -2.16 0.47 5.31
O -2.45 -0.71 5.40
N -2.90 1.45 5.94
C -2.70 2.83 5.97
O -3.46 3.57 6.56
H 0.07 2.60 4.00
H -0.71 -0.96 3.91
H 0.74 0.02 4.12
H -3.72 1.11 6.43
*
```

Output
HOMO (spin up / spin down), eV: -5.126 / -5.128
Energy, Ha: -2273.99173
LUMO level (spin up / spin down), eV: 2.0 / 2.0



[12]
Molecular formula: C11H16INO
Method: DFT, ωB97M-V/def2-TZVPD

Structure (ORCA input):
```
! wB97M-V def2-TZVPD RIJCOSX def2/J DEFGRID3
* xyz 0 1
C 1.87 2.42 -1.53
C 1.00 1.22 -1.10
C 1.28 0.53 0.24
C 1.23 1.43 1.39
I 3.36 -0.15 0.14
C 0.49 -0.84 0.30
O 0.74 -1.66 -0.84
C 0.75 -3.03 -0.51
C -0.99 -0.59 0.26
C -1.64 -0.25 1.46
C -3.01 -0.09 1.51
C -3.70 -0.25 0.32
N -3.03 -0.53 -0.78
C -1.73 -0.74 -0.85
H 1.61 2.71 -2.60
H 2.93 2.09 -1.59
H 1.71 3.29 -0.80
H -0.04 1.35 -0.97
H 1.05 0.66 -2.10
H 1.30 0.85 2.38
H 2.05 2.18 1.26
H 0.43 2.22 1.47
H 0.77 -1.48 1.20
H 0.43 -3.49 -1.43
H 0.00 -3.32 0.30
H 1.76 -3.39 -0.23
H -1.04 -0.27 2.29
H -3.49 0.15 2.45
H -4.76 0.11 0.10
H -1.30 -1.10 -1.72
*
```

Output
HOMO, eV: -9.090
Energy, Ha: -856.35864
LUMO level, eV: 0.5
SMILES: CC[C@](C)(I)[C@H](OC)c1cccnc1



[13]
Molecular formula: C11H16N2
Method: DFT, ωB97M-V/def2-TZVPD

Structure (ORCA input):
```
! wB97M-V def2-TZVPD RIJCOSX def2/J DEFGRID3
* xyz 0 1
C -2.05 1.75 -0.39
C -2.24 0.67 0.75
N -1.13 -0.32 0.75
C -1.41 -1.63 0.25
C -2.78 -1.96 -0.43
C 0.11 0.05 0.96
C 0.89 1.06 1.32
C 2.22 0.53 0.88
N 2.55 -0.71 1.52
C 1.53 -1.06 0.54
C 2.18 -0.78 -0.85
C 2.61 0.43 -0.57
C 3.37 1.34 -1.54
H -1.70 1.23 -1.30
H -2.95 2.40 -0.34
H -1.06 2.21 -0.04
H -2.25 1.04 1.77
H -3.21 0.06 0.67
H -1.14 -2.37 0.96
H -0.51 -1.90 -0.33
H -3.55 -2.06 0.28
H -2.75 -1.20 -1.26
H -2.56 -2.92 -0.93
H 0.76 1.99 1.67
H 2.22 -0.74 2.48
H 2.30 -1.54 -1.62
H 4.38 1.44 -1.10
H 3.36 0.72 -2.50
H 2.80 2.29 -1.60
*
```

Output
HOMO, eV: -7.272
Energy, Ha: -537.96491
LUMO level, eV: 0.9
SMILES: CCN(CC)C1=C[C@]23N[C@@]12C=C3C



[14]
Molecular formula: C11H16N2
Method: DFT, ωB97M-V/def2-TZVPD

Structure (ORCA input):
```
! wB97M-V def2-TZVPD RIJCOSX def2/J DEFGRID3
* xyz 0 1
C 1.05 2.68 0.49
C -0.46 2.95 0.39
N -1.04 2.81 1.73
C -1.18 1.95 -0.53
C -0.83 0.49 -0.25
C -1.22 -0.15 0.91
C -0.87 -1.47 1.19
C -0.17 -2.17 0.23
C 0.25 -1.56 -0.97
C -0.10 -0.24 -1.20
C 1.00 -2.57 -1.81
C 1.34 -3.63 -0.74
N 0.27 -3.52 0.26
H 1.53 2.71 -0.49
H 1.58 3.44 1.11
H 1.24 1.70 0.92
H -0.67 3.97 0.03
H -1.95 3.27 1.78
H -0.48 3.37 2.39
H -0.95 2.19 -1.59
H -2.27 2.11 -0.41
H -1.71 0.47 1.67
H -1.13 -1.96 2.13
H 0.26 0.22 -2.11
H 1.90 -2.16 -2.24
H 0.39 -3.02 -2.60
H 1.39 -4.64 -1.14
H 2.32 -3.38 -0.32
H 0.51 -3.88 1.18
*
```

Output
HOMO, eV: -7.521
Energy, Ha: -538.26850
LUMO level, eV: 1.0
SMILES: C[C@H](N)Cc1ccc2c(c1)CCN2



[15]
Molecular formula: C11H16N2
Method: DFT, ωB97M-V/def2-TZVPD

Structure (ORCA input):
```
! wB97M-V def2-TZVPD RIJCOSX def2/J DEFGRID3
* xyz 0 1
C 1.19 -1.04 -3.46
N 1.15 -1.22 -2.02
C -0.14 -1.53 -1.51
C 0.02 -1.90 0.00
C 0.72 -0.79 0.86
C -0.28 0.32 1.18
C -1.44 -0.03 1.90
C -2.41 0.93 2.21
C -2.17 2.25 1.72
N -1.06 2.60 1.11
C -0.10 1.67 0.85
C 1.98 -0.34 0.07
C 1.71 -0.03 -1.38
H 2.25 -0.67 -3.68
H 0.45 -0.26 -3.84
H 0.95 -2.01 -4.00
H -0.65 -2.29 -2.09
H -0.82 -0.65 -1.55
H -0.94 -2.13 0.46
H 0.65 -2.79 0.06
H 1.06 -1.12 1.83
H -1.63 -1.08 2.17
H -3.33 0.68 2.71
H -2.87 3.02 1.96
H 0.76 2.10 0.39
H 2.68 -1.16 0.04
H 2.49 0.49 0.60
H 2.65 0.19 -1.88
H 1.08 0.88 -1.49
*
```

Output
HOMO, eV: -8.612
Energy, Ha: -538.23951
LUMO level, eV: 0.9
SMILES: CN1CCC(c2cccnc2)CC1